# 1
Molecular formula: C31H51Cl31O3
Method: DFT, ωB97M-V/def2-TZVPD

Last columns: bonded neighbours and bond lengths (Å).
Cartesian coordinates (Å):
1 C 3.363 -1.442 2.228  C2 1.493, H26 1.059, H27 1.049, H28 1.053
2 C 3.581 -0.561 1.043  C1 1.493, C3 1.505, H29 1.057, H30 1.053
3 C 5.004 -0.563 0.551  C2 1.505, C4 1.499, H31 1.059, H32 1.054
4 C 5.768 0.656 0.973  C3 1.499, C5 1.486, H33 1.059, H34 1.051
5 C 5.305 1.902 0.310  C4 1.486, C6 1.499, H35 1.051, H36 1.055
6 C 5.733 1.998 -1.124  C5 1.499, C7 1.500, H37 1.049, H38 1.054
7 C 4.722 1.415 -2.066  C6 1.500, C8 1.502, H39 1.056, H40 1.057
8 C 4.042 2.412 -2.960  C7 1.502, C9 1.492, H41 1.054, H42 1.056
9 C 2.687 1.932 -3.357  C8 1.492, C10 1.499, H43 1.054, H44 1.050
10 C 2.744 0.677 -4.175  C9 1.499, C11 1.490, H45 1.052, H46 1.058
11 C 1.828 -0.365 -3.632  C10 1.490, C12 1.488, H47 1.059, H48 1.058
12 C 2.280 -0.785 -2.278  C11 1.488, C13 1.499, H49 1.059, H50 1.052
13 C 1.809 -2.124 -1.797  C12 1.499, C14 1.528, H51 1.046, H52 1.052
14 C 0.529 -2.095 -0.962  C13 1.528, C15 1.499, H53 1.035, H54 1.056
15 C -0.420 -0.959 -1.194  C14 1.499, C16 1.526, H55 1.057, H56 1.054
16 C -1.814 -1.379 -0.739  C15 1.526, C17 1.517, H57 1.068, H58 1.053
17 C -2.847 -0.419 -1.297  C16 1.517, C18 1.521, H59 1.059, H60 1.052
18 C -3.978 -0.172 -0.309  C17 1.521, C19 1.515, H61 1.048, H62 1.052
19 C -5.352 -0.370 -0.916  C18 1.515, C20 1.499, H63 1.050, H64 1.052
20 C -6.267 0.816 -0.980  C19 1.499, O21 1.432, H65 1.060, H66 1.052
21 O -5.604 2.058 -1.248  C20 1.432, C22 1.259
22 C -6.413 2.959 -0.908  O21 1.259, O23 1.096, O24 1.347
23 O -7.300 3.237 -1.489  C22 1.096
24 O -6.098 3.514 0.278  C22 1.347, Cl25 1.690
25 Cl -6.919 4.962 0.573  O24 1.690
26 H 3.600 -0.929 3.124  C1 1.059
27 H 3.927 -2.321 2.125  C1 1.049
28 H 2.352 -1.722 2.319  C1 1.053
29 H 2.974 -0.915 0.253  C2 1.057
30 H 3.229 0.410 1.248  C2 1.053
31 H 4.984 -0.642 -0.504  C3 1.059
32 H 5.493 -1.405 0.955  C3 1.054
33 H 5.620 0.779 2.014  C4 1.059
34 H 6.803 0.515 0.858  C4 1.051
35 H 4.267 2.040 0.408  C5 1.051
36 H 5.759 2.701 0.826  C5 1.055
37 H 6.687 1.577 -1.244  C6 1.049
38 H 5.843 3.022 -1.345  C6 1.054
39 H 5.237 0.764 -2.719  C7 1.056
40 H 3.984 0.838 -1.576  C7 1.057
41 H 4.630 2.626 -3.808  C8 1.054
42 H 3.926 3.335 -2.461  C8 1.056
43 H 2.112 1.800 -2.483  C9 1.054
44 H 2.210 2.689 -3.907  C9 1.050
45 H 2.381 0.917 -5.132  C10 1.052
46 H 3.728 0.304 -4.282  C10 1.058
47 H 0.851 0.044 -3.648  C11 1.059
48 H 1.815 -1.201 -4.280  C11 1.058
49 H 2.067 -0.063 -1.534  C12 1.059
50 H 3.328 -0.847 -2.340  C12 1.052
51 H 1.753 -2.832 -2.565  C13 1.046
52 H 2.562 -2.480 -1.155  C13 1.052
53 H 0.031 -2.996 -1.074  C14 1.035
54 H 0.824 -2.060 0.051  C14 1.056
55 H -0.131 -0.128 -0.606  C15 1.057
56 H -0.510 -0.697 -2.210  C15 1.054
57 H -1.994 -2.305 -1.240  C16 1.068
58 H -1.851 -1.466 0.310  C16 1.053
59 H -2.441 0.518 -1.577  C17 1.059
60 H -3.225 -0.855 -2.176  C17 1.052
61 H -3.871 -0.932 0.404  C18 1.048
62 H -3.854 0.754 0.174  C18 1.052
63 H -5.296 -0.768 -1.886  C19 1.050
64 H -5.861 -1.081 -0.330  C19 1.052
65 H -6.846 0.867 -0.094  C20 1.060
66 H -6.943 0.655 -1.770  C20 1.052
67 Cl -3.558 6.585 3.882  C68 1.761
68 C -3.427 6.528 2.127  Cl67 1.761, Cl69 1.758, Cl70 1.761, H71 1.078
69 Cl -3.815 8.088 1.415  C68 1.758
70 Cl -1.816 6.037 1.610  C68 1.761
71 H -4.131 5.799 1.758  C68 1.078
72 Cl -3.261 -1.268 3.524  C73 1.764
73 C -2.242 -2.547 4.184  Cl72 1.764, Cl74 1.763, Cl75 1.762, H76 1.077
74 Cl -1.033 -3.059 3.008  C73 1.763
75 Cl -1.471 -2.021 5.678  C73 1.762
76 H -2.870 -3.393 4.410  C73 1.077
77 Cl -10.736 6.123 4.040  C78 1.763
78 C -9.500 4.896 3.767  Cl77 1.763, Cl79 1.764, Cl80 1.760, H81 1.079
79 Cl -7.905 5.504 4.210  C78 1.764
80 Cl -9.879 3.426 4.658  C78 1.760
81 H -9.489 4.656 2.715  C78 1.079
82 Cl -11.927 2.239 2.589  C83 1.760
83 C -11.069 1.464 1.262  Cl82 1.760, Cl84 1.763, Cl85 1.767, H86 1.077
84 Cl -12.046 1.450 -0.205  C83 1.763
85 Cl -9.525 2.271 0.970  C83 1.767
86 H -10.869 0.444 1.543  C83 1.077
87 Cl 7.759 -4.747 1.292  C88 1.764
88 C 8.204 -3.579 2.536  Cl87 1.764, Cl89 1.762, Cl90 1.765, H91 1.077
89 Cl 8.499 -1.994 1.828  C88 1.762
90 Cl 6.956 -3.486 3.781  C88 1.765
91 H 9.116 -3.913 3.000  C88 1.077
92 Cl -0.725 8.946 -1.538  C93 1.762
93 C 0.494 7.877 -0.848  Cl92 1.762, Cl94 1.761, Cl95 1.763, H96 1.074
94 Cl 1.135 6.791 -2.077  C93 1.761
95 Cl 1.784 8.804 -0.086  C93 1.763
96 H 0.017 7.279 -0.093  C93 1.074
97 Cl 2.417 -1.047 5.582  C98 1.763
98 C 3.139 -2.527 6.213  Cl97 1.763, Cl99 1.763, Cl100 1.763, H101 1.077
99 Cl 4.425 -3.090 5.147  C98 1.763
100 Cl 3.759 -2.276 7.845  C98 1.763
101 H 2.372 -3.281 6.256  C98 1.077
102 Cl 4.848 -2.925 -2.871  C103 1.775
103 C 4.819 -4.679 -3.144  Cl102 1.775, Cl104 1.756, Cl105 1.763, H106 1.077
104 Cl 3.277 -5.363 -2.658  C103 1.756
105 Cl 5.157 -5.038 -4.836  C103 1.763
106 H 5.589 -5.134 -2.543  C103 1.077
107 Cl 0.809 -5.828 0.508  C108 1.761
108 C -0.458 -6.492 1.536  Cl107 1.761, Cl109 1.763, Cl110 1.762, H111 1.078
109 Cl -0.670 -8.217 1.238  C108 1.763
110 Cl -0.083 -6.197 3.233  C108 1.762
111 H -1.382 -5.992 1.295  C108 1.078
112 Cl -2.505 -3.319 -3.346  C113 1.772
113 C -1.513 -4.677 -3.904  Cl112 1.772, Cl114 1.761, Cl115 1.759, H116 1.077
114 Cl -0.629 -4.220 -5.357  C113 1.761
115 Cl -0.419 -5.209 -2.634  C113 1.759
116 H -2.158 -5.505 -4.145  C113 1.077

The calculation puts the frontier orbital gap at 0.361 hartree. As for the SMILES: CCCCCCCCCCCCCCCCCCCCOC(=O)OCl.ClC(Cl)Cl.ClC(Cl)Cl.ClC(Cl)Cl.ClC(Cl)Cl.ClC(Cl)Cl.ClC(Cl)Cl.ClC(Cl)Cl.ClC(Cl)Cl.ClC(Cl)Cl.ClC(Cl)Cl. The total energy is -427306.6893 eV. The spin multiplicity is 1. As for the HOMO energy: -10.240 eV.

Atomic partial charges in e from the Mulliken method, atoms 1 to 99: -1.696 1.909 -0.224 -1.045 -0.778 -1.365 1.608 -1.604 -0.869 -1.197 -1.019 0.746 -2.124 -0.762 -0.251 -0.361 -1.000 -0.282 -1.141 -0.560 -0.341 0.761 -0.341 -0.200 -0.019 0.319 0.427 0.597 -1.874 0.394 -0.044 0.486 0.367 0.406 0.412 0.440 0.527 0.544 0.301 -1.019 0.336 0.691 0.373 0.598 0.569 0.442 0.139 0.527 0.370 0.215 0.927 0.496 0.588 -0.087 0.259 0.193 -0.076 0.345 0.389 0.360 0.300 0.472 0.436 0.358 0.372 0.336 -0.127 0.510 -0.120 -0.140 -0.131 -0.105 -0.126 0.033 -0.121 0.321 -0.125 0.371 -0.112 -0.126 -0.021 -0.109 0.011 -0.125 -0.052 0.287 -0.119 -0.114 -0.096 -0.075 0.406 -0.122 0.546 -0.113 -0.127 -0.166 -0.115 0.030 -0.088

# 2
Molecular formula: C8H23N6
Method: DFT, ωB97M-V/def2-TZVPD

Last columns: bonded neighbours and bond lengths (Å).
Cartesian coordinates (Å):
1 C -0.234 -1.277 -0.511  N9 1.448, N10 1.217, N11 1.405
2 C 0.629 1.005 -0.681  N9 1.367, N12 1.355, N13 1.317
3 C -1.741 0.381 -1.409  N9 1.513, H15 1.102, H16 1.063, H17 1.092
4 C -0.672 -2.756 1.284  N10 1.428, H18 1.074, H19 1.075, H20 1.062
5 C 0.491 -3.538 -1.566  N11 1.437, H21 1.133, H22 1.074, H23 1.039
6 C 0.925 3.474 -0.519  N12 1.515, H24 1.183, H25 1.139, H26 1.055
7 C 2.281 -0.219 0.610  N13 1.460, H27 1.116, H28 1.125, H29 1.115
8 C -1.639 1.485 1.542  N14 1.486, H30 1.101, H31 1.101, H32 1.038
9 N -0.309 0.074 -1.027  C1 1.448, C2 1.367, C3 1.513
10 N -0.532 -1.483 0.651  C1 1.217, C4 1.428
11 N 0.022 -2.180 -1.556  C1 1.405, C5 1.437, H34 0.956
12 N 0.384 2.233 -1.200  C2 1.355, C6 1.515, H35 0.966
13 N 1.871 0.878 -0.263  C2 1.317, C7 1.460, H36 0.999
14 N -0.165 1.414 1.709  C8 1.486, H33 0.977, H37 0.983
15 H -1.958 0.486 -2.484  C3 1.102
16 H -2.263 -0.523 -1.208  C3 1.063
17 H -2.108 1.136 -0.710  C3 1.092
18 H -0.193 -2.676 2.242  C4 1.074
19 H -1.705 -2.668 1.569  C4 1.075
20 H -0.355 -3.610 0.739  C4 1.062
21 H 1.427 -3.651 -0.938  C5 1.133
22 H -0.237 -4.284 -1.305  C5 1.074
23 H 0.697 -3.808 -2.548  C5 1.039
24 H 0.276 4.453 -0.653  C6 1.183
25 H 0.765 3.257 0.588  C6 1.139
26 H 1.935 3.634 -0.779  C6 1.055
27 H 3.351 -0.021 0.859  C7 1.116
28 H 1.769 -0.174 1.611  C7 1.125
29 H 2.255 -1.232 0.144  C7 1.115
30 H -1.845 2.189 0.721  C8 1.101
31 H -1.904 0.434 1.347  C8 1.101
32 H -2.086 1.700 2.454  C8 1.038
33 H -0.001 0.696 2.352  N14 0.977
34 H -0.090 -1.736 -2.395  N11 0.956
35 H -0.346 2.446 -1.796  N12 0.966
36 H 2.301 1.759 -0.071  N13 0.999
37 H 0.053 2.157 2.314  N14 0.983

The calculation puts the frontier orbital gap at 0.364 hartree. Its charge is +1. The total energy is -17601.4705 eV. The spin multiplicity is 1. As for the HOMO energy: -12.133 eV. The energy above the lowest of the compared OMol25 structures with the same formula, charge and spin is 117.41 kJ/mol.

Population analysis type natural (NBO), resulting atomic charges in e: 0.586 0.771 -0.428 -0.440 -0.412 -0.457 -0.431 -0.426 -0.455 -0.496 -0.639 -0.599 -0.560 -0.839 0.226 0.234 0.233 0.213 0.225 0.195 0.198 0.201 0.225 0.252 0.222 0.206 0.228 0.214 0.225 0.180 0.220 0.198 0.363 0.390 0.412 0.417 0.352

# 3
Molecular formula: C4H8N2O
Method: DFT, ωB97M-V/def2-TZVPD

Last columns: bonded neighbours and bond lengths (Å).
Cartesian coordinates (Å):
1 O -0.348 2.281 1.694  C2 1.211
2 C -0.173 1.247 1.088  O1 1.211, N3 1.492, N7 1.346
3 N -0.461 1.312 -0.374  C2 1.492, C4 1.324, H8 1.013
4 C -0.497 0.189 -1.075  N3 1.324, C5 1.484, H10 1.084
5 C 0.660 -0.713 -0.858  C4 1.484, C6 1.571, H11 1.095, H12 1.091
6 C 0.930 -0.810 0.687  C5 1.571, N7 1.451, H13 1.093, H14 1.093
7 N 0.027 -0.018 1.501  C2 1.346, C6 1.451
8 H -1.105 2.062 -0.599  N3 1.013
9 H -1.537 -0.787 -0.038  no bonds
10 H -1.101 0.151 -1.975  C4 1.084
11 H 1.520 -0.248 -1.350  C5 1.095
12 H 0.486 -1.683 -1.326  C5 1.091
13 H 1.965 -0.519 0.881  C6 1.093
14 H 0.818 -1.850 1.002  C6 1.093
15 H -1.182 -0.616 0.743  no bonds

The calculation puts the frontier orbital gap at 0.317 hartree. The total energy is -9302.2504 eV. The spin multiplicity is 1. As for the HOMO energy: -8.615 eV. The energy above the lowest of the compared OMol25 structures with the same formula, charge and spin is 399.72 kJ/mol.

Population analysis type natural (NBO), resulting atomic charges in e: -0.609 0.735 -0.589 0.185 -0.504 -0.233 -0.610 0.418 -0.086 0.228 0.239 0.231 0.205 0.206 0.184

Look up the frontier orbital gap of the first one.
0.361 hartree